Entry 1:
Entry from the Open Molecules 2025 dataset: the molecule C7H10O (ωB97M-V with the def2-TZVPD basis set).

Geometry (Å):
C -1.67178 1.18732 -0.32370
C -1.52991 -0.14706 0.30292
C -0.50377 -1.19049 -0.32085
O 0.41357 -0.71444 -1.21476
C 1.48944 -0.13524 -0.46287
C 1.28611 1.26388 0.07586
C 1.09030 0.02019 0.96812
C -0.32139 -0.63468 1.09288
H -1.05966 2.17270 0.28527
H -1.36616 1.04232 -1.52571
H -2.82448 1.44108 -0.31427
H -2.42310 -0.61696 0.73285
H -0.87197 -2.19093 -0.44593
H 2.50401 -0.41822 -0.75761
H 2.16483 1.92341 0.19774
H 0.24293 1.72236 -0.19839
H 1.81230 -0.22443 1.75598
H -0.52128 -1.31929 1.99409

The value obtained for the frontier orbital gap is 10.0 eV. Its SMILES is C[C@H]1[C@H]2O[C@H]3C[C@H]3[C@@H]12. Its total charge is 0. The HOMO energy comes out at -8.908 eV.


Entry 2:
Entry from the Open Molecules 2025 dataset: a cluster of 2 separate species, C7H10O in total (ωB97M-V with the def2-TZVPD basis set).

Geometry (Å):
C 0.50074 0.30176 -0.67582
C 1.74986 -0.42714 -0.48588
C 0.44769 -1.19435 -0.21311
C -0.12899 -1.37027 1.30313
C -0.69861 0.14251 1.35554
C -1.64116 0.79291 0.38304
C -0.17061 1.12574 0.33350
H 1.05019 0.88551 -2.82343
H 2.19587 -0.15353 0.49542
H 2.53256 -1.05113 -1.15286
H 0.41847 -2.19916 -0.91089
H 0.42180 -1.85069 2.26816
H -1.18321 -1.88316 1.39917
H -0.84834 0.38282 2.53662
H -2.27824 1.80554 0.56706
H -2.19682 0.50815 -0.73374
H 0.38460 1.98906 0.71269
O -0.10630 0.66746 -1.79508

The value obtained for the frontier orbital gap is 8.1 eV. Its total charge is 0. The HOMO energy comes out at -8.757 eV.


Entry 3:
Entry from the Open Molecules 2025 dataset: the molecule C7H10O (ωB97M-V with the def2-TZVPD basis set).

Geometry (Å):
C -2.03528 -1.15445 -0.09031
C -1.75762 0.06388 -0.55360
C -1.17300 1.14777 0.28311
C 0.35431 0.99773 0.43371
C 1.16272 0.82598 -0.87191
C 1.50988 -0.45277 -0.88511
O 1.21620 -1.17176 0.24505
C 0.84180 -0.20074 1.22142
H -2.36148 -1.92750 -0.72788
H -1.88053 -1.30914 0.96076
H -1.75462 0.19839 -1.65391
H -1.46370 2.07345 -0.20705
H -1.58931 1.17970 1.25550
H 0.71786 1.96150 0.88949
H 1.38999 1.53751 -1.66420
H 1.93045 -1.06608 -1.68509
H 1.76060 0.06680 1.87342
H 0.10419 -0.70500 1.77469

The value obtained for the frontier orbital gap is 9.6 eV. Its SMILES is C=CC[C@@H]1C=COC1. Its total charge is 0. The HOMO energy comes out at -8.476 eV.


Entry 4:
Entry from the Open Molecules 2025 dataset: a cluster of 2 separate species, C7H10O in total (ωB97M-V with the def2-TZVPD basis set).

Geometry (Å):
C 1.31416 -1.47476 0.07063
C 0.21785 -0.51782 -0.33202
C -1.07861 -0.87174 -0.00833
C -2.15553 -0.19230 -0.26753
C -1.89205 1.11171 -0.83920
C -0.64758 1.60908 -1.21840
C 0.37964 0.80320 -0.85354
H 1.33177 -2.30112 -0.66441
H 2.27167 -1.13004 -0.33717
H 1.48584 -1.88443 1.11106
H -1.03916 -1.75963 0.80973
H -3.19340 -0.28653 -0.04515
H -2.82717 1.63336 -1.07483
H -0.51353 2.63964 -1.68563
H 1.42166 1.19566 -0.68930
O 1.26701 0.46783 1.75093
H 2.11948 0.10945 1.65398
H 1.53792 0.84843 2.61916

The value obtained for the frontier orbital gap is 9.0 eV. Its SMILES is Cc1ccccc1.O. Its total charge is 0. The HOMO energy comes out at -8.380 eV.


Entry 5:
Entry from the Open Molecules 2025 dataset: the molecule C7H10O (ωB97M-V with the def2-TZVPD basis set).

Geometry (Å):
C -1.38086 3.14906 1.41255
C -1.40461 1.91108 0.92894
C -0.25546 1.21935 0.37811
C 0.00455 -0.08054 0.46741
C 1.24218 -0.78856 0.00305
C 1.01728 -1.46696 -1.38308
C 0.36331 -2.81322 -1.26986
O 0.35447 -3.62371 -0.37980
H -2.28753 3.56077 1.84210
H -0.54249 3.82718 1.52922
H -2.37110 1.42329 1.02061
H 0.48971 1.85789 -0.09630
H -0.61625 -0.75568 1.05223
H 1.31711 -1.65960 0.66115
H 2.16894 -0.22054 0.01165
H 1.87222 -1.64416 -2.05260
H 0.36916 -0.85623 -2.01813
H -0.34065 -3.03942 -2.10726

The value obtained for the frontier orbital gap is 9.8 eV. Its SMILES is C=C/C=C/CCC=O. Its total charge is 0. The HOMO energy comes out at -8.905 eV.


Entry 6:
Entry from the Open Molecules 2025 dataset: the molecule C7H10O (ωB97M-V with the def2-TZVPD basis set).

Geometry (Å):
C -1.31612 -1.64277 0.43069
C -1.32281 -0.41966 0.13750
C -0.55709 0.79099 0.43727
C 0.84816 0.56541 1.01149
C 2.39268 -0.06762 -1.03306
C 1.62597 -0.42732 0.15312
C -2.73881 -0.31036 -0.40012
O 2.98068 -0.43937 0.15278
H 1.09485 -1.46184 0.21052
H -0.37451 1.39658 -0.44251
H -0.93028 1.52111 1.14518
H 1.38137 1.58131 1.11368
H 0.73134 0.02879 2.03915
H 2.54035 -0.82912 -1.96485
H 2.51340 0.95448 -1.41883
H -3.41107 -0.23474 0.46645
H -2.81904 -1.37997 -0.79769
H -2.63906 0.37409 -1.24077

The value obtained for the frontier orbital gap is 10.1 eV. Its total charge is 0. The HOMO energy comes out at -9.721 eV.


Entry 7:
Entry from the Open Molecules 2025 dataset: the molecule C7H10O (ωB97M-V with the def2-TZVPD basis set).

Geometry (Å):
C 0.64314 -0.94035 3.11502
C 0.81643 -0.82909 1.93644
C 1.00606 -0.67482 0.51024
C -0.18168 0.05528 -0.16122
C -0.45193 1.39958 0.52868
O -1.29807 -0.80341 -0.03276
C 0.17789 0.30303 -1.60987
C -0.35998 -0.33491 -2.63273
H 0.50325 -1.04974 4.14802
H 1.09195 -1.66348 0.05316
H 1.92681 -0.11600 0.32397
H -1.26834 1.91928 0.02827
H 0.43219 2.03054 0.49874
H -0.72461 1.22557 1.56692
H -2.07299 -0.35043 -0.37476
H 0.93955 1.05580 -1.75984
H -0.07113 -0.12989 -3.64923
H -1.10855 -1.09697 -2.48903

The value obtained for the frontier orbital gap is 10.6 eV. Its SMILES is C#CC[C@](C)(O)C=C. Its total charge is 0. The HOMO energy comes out at -9.718 eV.


Entry 8:
Entry from the Open Molecules 2025 dataset: a structure of composition C7H10O2S (ωB97M-V with the def2-TZVPD basis set).

Geometry (Å):
C 1.03235 -0.22483 -1.71675
C 1.59181 -0.79852 -0.64175
C 0.14012 0.92676 -1.71732
C -0.56080 1.35095 -0.34270
C 1.30283 -0.42307 0.75787
C -0.61145 0.20003 0.65554
C -1.53565 -0.90042 0.25485
O -0.10148 1.64840 -2.67388
O 1.38930 -1.57925 1.51309
S -0.99113 0.81671 2.34491
H 1.22399 -0.71276 -2.73048
H 2.06832 -1.69615 -1.05488
H 0.05870 2.25363 -0.03243
H -1.65117 1.55638 -0.58976
H 1.93043 0.32661 1.23332
H -1.74946 -1.59379 1.05711
H -1.07479 -1.40688 -0.51498
H -2.54474 -0.48226 -0.11916
H 1.34906 -1.36114 2.44854
H -1.26625 2.09959 1.86885

The value obtained for the frontier orbital gap is 8.7 eV. Its total charge is 0. The HOMO energy comes out at -8.708 eV.


Entry 9:
Entry from the Open Molecules 2025 dataset: a cluster of 2 separate species, C7H10O3 in total (ωB97M-V with the def2-TZVPD basis set).

Geometry (Å):
O 0.61479 3.10554 -0.06939
C 1.16506 4.00496 0.64543
O 0.57187 4.92105 1.20236
C 3.59471 1.63296 0.52115
C 3.44024 1.75207 -0.89699
C 3.50851 3.12096 -1.51185
C 3.45914 4.28809 -0.52238
C 2.74134 3.96190 0.79743
C 3.15928 2.64924 1.32784
H 3.87478 0.66992 0.94786
H 3.92555 0.96815 -1.48577
H 4.41092 3.17875 -2.13741
H 2.66321 3.17390 -2.21842
H 4.48908 4.56678 -0.25792
H 3.00275 5.16820 -0.99337
H 2.95707 4.73720 1.54068
H 3.06591 2.47755 2.40292
O 1.53881 1.07549 -1.22583
H 1.00352 1.98633 -0.71240
H 1.37482 1.10758 -2.17264

The value obtained for the frontier orbital gap is 7.7 eV. Its total charge is 0. The HOMO energy comes out at -8.892 eV.


Entry 10:
Entry from the Open Molecules 2025 dataset: the molecule C7H10O3 (ωB97M-V with the def2-TZVPD basis set).

Geometry (Å):
C 0.58386 -1.71575 -1.33363
C -0.76957 -1.39253 -1.69914
C 1.66079 -1.84203 -2.09161
C 0.28064 -0.86038 1.11187
C -0.65617 0.05301 0.24906
C -1.66937 0.64565 1.19231
C 0.14072 1.11760 -0.49265
O -1.39565 -1.84387 -2.62094
O -1.38810 -0.69385 -0.66568
O -0.19386 -1.91491 1.72401
H 2.62997 -2.39613 -1.73399
H 1.59347 -1.83601 -3.20945
H 1.26679 -0.30502 1.22392
H -2.35455 -0.16984 1.50108
H -2.17889 1.40685 0.68745
H -1.09506 0.93761 2.03905
H 0.79921 0.59128 -1.25793
H 0.59243 1.61167 0.25486
H -0.46511 1.73104 -1.12864
H -1.06403 -2.05666 1.36899

The value obtained for the frontier orbital gap (alpha / beta) is 8.3 / 7.0 eV. Its total charge is 0. The HOMO energy (alpha / beta) comes out at -8.345 / -7.683 eV.


Entry 11:
Entry from the Open Molecules 2025 dataset: a structure of composition C7H10O3P (ωB97M-V with the def2-TZVPD basis set).

Geometry (Å):
C 1.78016 1.77461 0.87170
C 1.17626 1.13859 0.05802
C -1.07021 1.21256 -1.78082
C 2.57592 2.50490 1.84182
C -2.05383 -2.03477 -1.01143
C 0.15312 -1.83221 0.67545
C -0.02864 0.31867 -1.09396
O -2.16975 0.62144 -1.62439
O -0.79980 2.22182 -2.40882
O -1.89004 -0.08712 1.02250
P -1.14879 -0.71176 -0.08294
H 1.93882 2.80793 2.67289
H 3.38493 1.87954 2.22527
H 3.00206 3.39696 1.38024
H -2.33212 -2.80127 -0.28588
H -2.94593 -1.60061 -1.44943
H -1.43182 -2.47846 -1.78773
H 0.83139 -1.19613 1.24386
H -0.32831 -2.52325 1.36814
H 0.72355 -2.39568 -0.06227
H 0.63306 -0.21575 -1.77221

The value obtained for the frontier orbital gap is 8.5 eV. Its total charge is -1. The HOMO energy comes out at -5.054 eV.


Entry 12:
Entry from the Open Molecules 2025 dataset: the molecule C7H10OS (ωB97M-V with the def2-TZVPD basis set).

Geometry (Å):
C 0.02009 -1.44580 2.21306
C 0.16230 -0.24786 1.55095
C -0.41635 -2.81802 1.97131
C -0.05249 0.15570 0.13985
C 0.54406 1.28359 -0.29874
C -0.61202 -0.90617 -0.73130
C 0.65340 1.85006 -1.69763
O -0.98914 -5.07565 0.97750
S -0.46681 -3.74910 0.62351
H 0.15670 -1.16987 3.28948
H 0.53516 0.49151 2.13807
H -0.67187 -3.30333 2.79346
H 1.14564 1.94825 0.41301
H -0.40611 -1.82687 -0.33078
H -0.28559 -0.90535 -1.70214
H -1.72631 -0.86035 -0.68657
H 0.18110 1.37460 -2.43022
H 1.64066 1.76849 -2.03457
H 0.24540 2.83916 -1.61706

The value obtained for the frontier orbital gap (alpha / beta) is 7.4 / 7.4 eV. Its total charge is 0. The HOMO energy (alpha / beta) comes out at -8.140 / -8.141 eV.


Entry 13:
Entry from the Open Molecules 2025 dataset: the molecule C7H10S (ωB97M-V with the def2-TZVPD basis set).

Geometry (Å):
C 0.37542 1.96545 -0.54518
C 0.28655 0.65618 -0.45469
C -0.99917 -0.14876 -0.25174
C -1.78640 0.27318 0.96082
C -0.51442 -1.57210 -0.19154
C 0.81174 -1.64610 -0.41834
C 1.47041 -0.30709 -0.59127
S 2.89667 0.04111 0.49456
H -0.51823 2.58355 -0.46977
H 1.32971 2.47309 -0.76721
H -1.65565 -0.02820 -1.14803
H -2.65137 -0.39135 1.11511
H -1.12623 0.23587 1.85083
H -2.19575 1.29010 0.82146
H -1.16368 -2.41846 -0.05571
H 1.33262 -2.59676 -0.39624
H 1.86813 -0.18424 -1.59966
H 2.23965 -0.22550 1.64661

The value obtained for the frontier orbital gap is 9.9 eV. Its SMILES is C=C1[C@H](C)C=C[C@@H]1S. Its total charge is 0. The HOMO energy comes out at -8.978 eV.


What are the molecular weight values for these records? In order: 110.156; 110.156; 110.156; 110.156; 110.156; 110.156; 110.156; 158.222; 142.154; 142.154; 173.128; 142.223; 126.224 g mol⁻¹.
What are the F_max values for these records? In order: 4.40; 8.63; 2.96; 7.66; 2.08; 4.36; 0.61; 3.69; 1.94; 5.05; 5.26; 5.02; 1.80 eV Å⁻¹.
What are the energy relative to the best compared isomer or geometry (same formula, charge and spin) values for these records? In order: 98.8; 205.8; 45.0; 51.1; 44.5; 145.9; 55.2; 31.1; 39.7; 112.7; 41.6; 75.0; 20.5 kcal per mole.